[1]
Computed, not measured: a molecular structure, C24H27N3O6S at a distorted geometry, with ωB97M-V/def2-TZVPD.

## Properties
- HOMO-LUMO gap (eV) = 8.41
- E_LUMO (Eh) = -0.0044
- calculated total energy (a.u.) = -1943.74423
- relative energy (zero: lowest compared OMol25 entry of this formula, charge and spin) (kcal/mol) = 612.1
- HOMO level (eV) = -8.53

ORCA input file:
```
! RIJCOSX wB97M-V def2-TZVPD def2/J DEFGRID3
* xyz 0 1
C -5.71 -2.44 0.76
C -5.26 -1.01 0.64
N -5.75 -0.04 1.44
O -5.34 1.06 1.14
C -4.53 0.80 -0.02
C -4.58 -0.43 -0.21
S -3.62 -1.15 -1.39
O -4.08 -2.27 -2.08
O -3.39 0.01 -2.64
N -2.03 -1.37 -0.81
C -1.42 0.02 -0.34
C -0.90 0.76 -1.41
C 0.01 1.54 -1.04
C 0.27 2.06 0.45
C -0.35 1.13 1.24
C -1.21 0.05 1.12
H -1.53 -0.71 1.81
H -0.21 1.28 2.50
C 1.30 3.17 0.78
C 2.60 2.68 0.62
H 2.70 2.49 -0.66
H 3.22 3.48 0.99
H 2.85 1.80 1.06
C 0.81 4.46 0.37
H 1.01 4.55 -1.12
H 1.60 5.21 0.60
H -0.16 4.50 0.40
H 1.16 3.34 1.90
H 0.35 2.31 -1.58
H -0.96 0.42 -2.28
C -2.02 -2.40 -0.02
H -2.43 -3.36 -0.72
C -0.58 -2.77 0.54
O -0.44 -3.43 1.59
N 0.31 -2.54 -0.37
C 1.73 -2.01 -0.08
C 2.38 -1.33 -1.14
C 3.68 -0.98 -0.49
C 4.35 -1.54 0.33
C 3.58 -2.32 1.26
C 2.45 -2.84 1.12
H 1.72 -3.35 1.88
H 4.15 -2.91 2.02
O 5.65 -1.46 0.57
C 6.24 -0.66 -0.63
C 5.64 0.35 -1.13
H 6.06 0.79 -1.92
O 4.40 -0.25 -1.57
H 5.32 1.24 -0.43
H 7.17 -0.29 -0.14
H 6.54 -1.42 -1.39
H 1.86 -0.83 -1.86
H 0.19 -2.02 -1.35
H -2.62 -2.52 1.01
C -3.75 2.10 -0.28
H -3.50 2.07 -1.20
H -4.56 2.96 -0.43
H -3.07 2.41 0.27
H -5.49 -2.80 -0.26
H -5.04 -2.96 1.75
H -6.75 -2.63 0.82
*
```

[2]
Computed, not measured: 2 unconnected molecules or ions with the total composition C5H13NO2 at a distorted geometry, with ωB97M-V/def2-TZVPD.

## Properties
- HOMO-LUMO gap (spin up / spin down) (eV) = 12.03 / 6.85
- E_LUMO (spin up / spin down) (Eh) = -0.1345 / -0.3246
- expectation value of S² = 0.77
- calculated total energy (a.u.) = -403.21550
- relative energy (zero: lowest compared OMol25 entry of this formula, charge and spin) (kcal/mol) = 17.8
- HOMO level (spin up / spin down) (eV) = -15.69 / -15.68

ORCA input file:
```
! RIJCOSX wB97M-V def2-TZVPD def2/J DEFGRID3
* xyz 1 2
C 1.25 -1.39 1.09
N -0.07 -1.62 0.52
C -0.71 -0.63 -0.20
C -0.39 0.80 0.14
C -1.09 1.02 1.55
C -0.91 1.82 -0.85
O -1.49 -0.97 -1.06
H 1.58 -2.32 1.56
H 1.93 -0.99 0.33
H 1.07 -0.66 1.86
H -0.31 -2.55 0.19
H 0.66 0.98 0.32
H -1.92 0.38 1.77
H -1.46 2.03 1.51
H -0.37 0.99 2.38
H -0.62 2.83 -0.56
H -0.47 1.65 -1.83
H -2.00 1.78 -0.92
H 1.89 0.32 -1.55
H 3.35 0.76 -1.66
O 2.63 0.66 -1.02
*
```